Record 1
C9H14FN3O3 | wB97M-V/def2-TZVPD

molecular weight	231.23	g mol⁻¹
HOMO-LUMO gap	4.50	eV
HOMO energy	-6.833	eV
E_tot	-841.03226	hartree

```
! RIJCOSX wB97M-V def2-TZVPD def2/J DEFGRID3
* xyz 0 1
F -1.82 -2.60 1.51
O -5.44 0.20 0.18
O 4.40 -0.83 -2.77
O 2.77 -0.02 -1.42
N 1.10 1.08 0.51
N -3.82 1.94 0.64
N -2.02 1.28 -1.11
C -0.28 0.50 0.40
C 3.85 -0.63 -1.67
C -1.17 -2.03 0.36
C -1.26 1.46 1.22
C -0.79 0.82 -1.06
C -2.52 1.28 0.30
C 4.59 -1.18 -0.45
C -4.70 1.06 0.44
C -0.07 -1.00 0.87
H -1.95 -1.60 -0.33
H 3.95 -1.89 0.08
H 5.51 -1.69 -0.73
H 4.84 -0.36 0.23
H -0.63 -2.86 -0.18
H 1.06 1.99 0.97
H 1.43 1.16 -0.47
H -1.38 1.27 2.32
H -1.04 2.58 1.11
H -2.77 0.17 0.46
H 0.94 -1.36 0.49
H -0.09 -1.04 2.00
H -0.13 0.71 -1.97
H -2.55 1.58 -1.94
*
```

Computed Löwdin charges, given in elementary charges: F -0.099; O 0.230; O -0.061; O -0.144; N 0.083; N 0.144; N 0.171; C -0.420; C -0.784; C -0.152; C -0.024; C 0.126; C -0.297; C -0.052; C -0.274; C -0.059; H 0.105; H 0.053; H 0.059; H 0.061; H 0.131; H 0.082; H 0.048; H 0.147; H 0.142; H 0.137; H 0.130; H 0.143; H 0.182; H 0.190

***

Record 2
C9H14FNO2 | wB97M-V/def2-TZVPD

molecular weight	187.21	g mol⁻¹
HOMO-LUMO gap (spin up / spin down)	6.90 / 8.18	eV
HOMO energy (spin up / spin down)	-6.917 / -7.641	eV
E_tot	-656.23579	hartree

```
! RIJCOSX wB97M-V def2-TZVPD def2/J DEFGRID3
* xyz 0 1
F -0.23 -0.16 -2.51
O -2.05 -1.92 -1.43
O -1.94 2.40 0.34
N -1.57 0.28 -0.62
C -0.50 0.57 -1.39
C -3.02 0.40 1.12
C -3.02 -1.02 0.58
C 1.92 -0.14 0.28
C -2.16 1.14 0.35
C 1.06 -1.25 0.90
C -2.10 -0.98 -0.41
C 2.83 -0.35 -0.85
C 2.18 1.06 1.12
H 3.15 0.84 1.68
H -3.54 0.88 2.00
H 1.32 1.19 1.87
H -1.19 -1.81 -1.83
H -1.61 2.64 -0.51
H 0.10 -0.70 1.06
H 3.79 0.32 -0.79
H 2.50 1.97 0.50
H 1.02 -2.05 0.28
H 1.45 -1.62 1.86
H 2.33 -0.06 -1.89
H -3.44 -1.97 0.93
H -0.41 1.68 -1.62
H 3.10 -1.35 -1.00
*
```

Computed Löwdin charges, given in elementary charges: F 0.011; O 0.071; O 0.134; N 0.025; C -0.093; C 0.012; C 0.011; C -0.404; C -0.388; C -0.057; C -0.374; C -0.112; C -0.111; H 0.092; H 0.117; H 0.094; H 0.074; H 0.089; H 0.079; H 0.110; H 0.094; H 0.037; H 0.088; H 0.103; H 0.116; H 0.138; H 0.041

***

Record 3
C9H14N2NiPS | wB97M-V/def2-TZVPD

molecular weight	271.96	g mol⁻¹
HOMO-LUMO gap (spin up / spin down)	3.46 / 5.34	eV
HOMO energy (spin up / spin down)	-0.818 / -2.756	eV
E_tot	-2708.57632	hartree

```
! RIJCOSX wB97M-V def2-TZVPD def2/J DEFGRID3
* xyz -1 3
Ni -1.07 -0.70 -1.09
S -0.10 0.97 -0.05
P -0.61 -2.54 0.08
N -2.16 0.38 1.69
N -0.65 1.67 2.55
C 0.40 -0.21 -3.15
C 2.76 -0.11 -3.38
C 0.96 -1.53 -2.88
C 1.54 0.62 -3.55
C -1.57 1.38 3.56
C -1.01 1.06 1.40
C -2.51 0.55 3.00
C 2.38 -1.45 -2.92
C 0.57 2.46 2.68
H -0.68 -0.01 -3.37
H 0.36 -2.44 -2.76
H 0.55 3.30 1.97
H 1.46 1.85 2.43
H -3.39 0.09 3.42
H -1.48 1.78 4.56
H -1.96 -3.00 0.23
H -0.15 -2.66 1.44
H 3.07 -2.22 -2.59
H -0.02 -3.73 -0.46
H 3.81 0.21 -3.62
H 0.65 2.84 3.70
H 1.47 1.66 -3.89
H -2.63 -0.23 1.00
*
```

Computed Löwdin charges, given in elementary charges: Ni -0.337; S 0.613; P 0.612; N 0.040; N -0.139; C -0.279; C -0.192; C -0.272; C -0.213; C -0.066; C -0.726; C -0.105; C -0.212; C -0.050; H 0.043; H 0.035; H 0.087; H 0.085; H 0.102; H 0.105; H -0.157; H -0.148; H 0.046; H -0.132; H 0.056; H 0.082; H 0.048; H 0.073

***

Record 4
C9H14N2O | wB97M-V/def2-TZVPD

molecular weight	166.22	g mol⁻¹
SMILES	OCCCNCc1ccccn1
HOMO-LUMO gap	9.46	eV
HOMO energy	-8.751	eV
E_tot	-536.01630	hartree

```
! RIJCOSX wB97M-V def2-TZVPD def2/J DEFGRID3
* xyz 0 1
O 1.91 -1.73 -0.69
N -0.69 -0.66 0.16
N 0.91 1.83 0.34
C -1.68 -1.49 0.38
C -3.05 -1.18 0.40
C -3.36 0.12 -0.04
C -0.04 1.54 -0.78
C 1.61 0.78 1.08
C 2.97 -0.82 -0.60
C -1.04 0.54 -0.34
C 3.00 0.06 0.62
C -2.40 1.03 -0.34
H 3.92 0.70 0.51
H -3.82 -1.95 0.58
H 3.10 -0.33 -1.58
H 1.14 -1.20 -0.96
H 1.69 1.23 2.02
H 3.88 -1.42 -0.55
H -1.41 -2.51 0.78
H 3.15 -0.58 1.50
H -0.58 2.53 -0.94
H 0.51 1.15 -1.71
H 0.88 -0.12 1.10
H 1.63 2.35 -0.15
H -2.58 2.08 -0.61
H -4.41 0.27 -0.18
*
```

Computed Löwdin charges, given in elementary charges: O -0.073; N 0.065; N -0.068; C -0.150; C -0.051; C -0.092; C -0.179; C -0.199; C -0.327; C -0.253; C -0.143; C -0.014; H 0.115; H 0.112; H 0.114; H 0.052; H 0.077; H 0.108; H 0.129; H 0.101; H 0.128; H 0.137; H 0.104; H 0.095; H 0.113; H 0.098

***

The lowest E_tot belongs to which entry? C9H14N2NiPS

***

Please write out number 4 again, unchanged.
C9H14N2O | wB97M-V/def2-TZVPD

molecular weight	166.22	g mol⁻¹
SMILES	OCCCNCc1ccccn1
HOMO-LUMO gap	9.46	eV
HOMO energy	-8.751	eV
E_tot	-536.01630	hartree

```
! RIJCOSX wB97M-V def2-TZVPD def2/J DEFGRID3
* xyz 0 1
O 1.91 -1.73 -0.69
N -0.69 -0.66 0.16
N 0.91 1.83 0.34
C -1.68 -1.49 0.38
C -3.05 -1.18 0.40
C -3.36 0.12 -0.04
C -0.04 1.54 -0.78
C 1.61 0.78 1.08
C 2.97 -0.82 -0.60
C -1.04 0.54 -0.34
C 3.00 0.06 0.62
C -2.40 1.03 -0.34
H 3.92 0.70 0.51
H -3.82 -1.95 0.58
H 3.10 -0.33 -1.58
H 1.14 -1.20 -0.96
H 1.69 1.23 2.02
H 3.88 -1.42 -0.55
H -1.41 -2.51 0.78
H 3.15 -0.58 1.50
H -0.58 2.53 -0.94
H 0.51 1.15 -1.71
H 0.88 -0.12 1.10
H 1.63 2.35 -0.15
H -2.58 2.08 -0.61
H -4.41 0.27 -0.18
*
```

Computed Löwdin charges, given in elementary charges: O -0.073; N 0.065; N -0.068; C -0.150; C -0.051; C -0.092; C -0.179; C -0.199; C -0.327; C -0.253; C -0.143; C -0.014; H 0.115; H 0.112; H 0.114; H 0.052; H 0.077; H 0.108; H 0.129; H 0.101; H 0.128; H 0.137; H 0.104; H 0.095; H 0.113; H 0.098

***

What is the E_tot in the first record? -841.03226 hartree

***

E_tot of number 3 (C9H14N2NiPS)? -2708.57632 hartree